2 unconnected molecules or ions with the total composition C30H26NO. Source: the Open Molecules 2025 dataset; level of theory: wB97M-V/def2-TZVPD.

```
58
Properties=species:S:1:pos:R:3:forces:R:3:nbo_charge:R:1
C 0.330535 -2.692330 4.888072 0.0 0.4 -0.2 -0.2473
H 2.514898 -3.435206 1.626302 0.1 0.4 -0.1 0.2500
H 4.082217 4.589479 -0.757638 0.2 -0.4 -0.3 0.2320
H 2.785950 1.483843 0.962970 -0.1 -0.3 0.1 0.2247
C 1.287772 -1.702853 4.659049 -0.3 0.2 0.1 0.2796
C 7.936053 -3.662644 -4.065624 0.1 -0.1 -0.1 -0.6480
C 6.732758 -2.876377 -3.613957 0.7 -0.1 0.4 0.0738
H 2.079050 0.222398 5.227997 -0.4 -0.1 0.0 0.2225
C 2.979876 1.713998 -3.113584 -0.1 -0.2 0.3 -0.0911
C 3.132249 0.031862 -1.373974 -1.3 0.6 0.2 0.1486
C 2.973006 3.015191 -3.568452 0.0 0.0 0.1 -0.2248
H -1.583724 -3.115401 5.752519 0.2 0.3 -0.1 0.2276
H 7.574288 -2.500381 -1.646738 -0.2 0.0 -0.3 0.2308
C 4.507177 -1.932312 -3.927212 0.7 -0.3 0.0 0.1476
H 2.419246 0.562043 3.220281 0.0 -0.2 -0.4 0.2464
C 3.004503 -0.445397 -0.032538 0.1 -0.5 0.9 -0.1330
H 8.111835 -4.515304 -3.394789 -0.1 0.2 -0.2 0.2405
H -0.080956 0.878978 6.388308 0.1 -0.4 -0.2 0.2267
H 4.309394 2.249059 0.010632 -0.2 0.0 -0.2 0.2176
C 5.468492 -3.177968 -5.779615 -0.2 -0.1 -0.4 -0.1760
H 4.273628 -3.359546 -7.539267 0.0 0.0 0.1 0.2310
H 6.296058 -3.741683 -6.198038 -0.3 0.1 -0.1 0.2171
C 6.739961 -2.346515 -2.331681 -0.4 -0.1 -0.5 -0.2637
C 2.801160 0.407846 1.097697 0.1 -0.4 -0.1 -0.1120
H 4.204700 5.576998 -3.993198 -0.1 0.0 0.0 0.2458
C 3.858392 2.449802 -0.959384 -0.3 -0.1 -0.6 -0.0580
C -0.997372 -1.048576 6.062612 0.2 -0.1 0.0 -0.2139
C 2.477608 -1.485082 2.544750 -0.1 -0.5 1.0 0.4024
C 1.221162 -0.450842 5.274251 -0.3 -0.3 -0.2 -0.2728
H 2.697538 0.901521 -3.788091 -0.1 0.3 0.3 0.2233
H 2.461458 5.699150 -3.758066 0.1 0.0 0.1 0.2398
H 3.575989 6.182108 -2.456754 0.0 0.0 -0.1 0.2290
H 2.603536 3.246840 -4.571114 0.3 -0.1 0.3 0.2325
C 3.328810 -1.779246 -4.694062 -0.2 0.1 -0.4 -0.2218
C 3.813912 3.763506 -1.423554 0.1 -0.4 0.2 -0.2549
N 4.581788 -1.380580 -2.682251 0.6 -0.3 0.6 -0.4605
H 3.070239 -2.546174 -0.627342 -0.1 0.3 0.3 0.2343
H 2.484936 -1.261322 -4.241267 0.1 -0.1 -0.2 0.2050
H -1.917810 -0.787346 6.583054 0.3 0.0 -0.1 0.2274
C 3.404254 5.461211 -3.256335 0.0 0.1 0.1 -0.6492
H 5.626428 -1.164882 -0.914519 -0.1 0.1 0.0 0.1944
H 2.336813 -2.123784 -6.567318 0.1 0.0 0.1 0.2294
C 2.624691 -2.363163 1.453142 0.2 0.1 0.3 -0.2656
H 7.814351 -4.045936 -5.079883 0.2 0.0 0.2 0.2207
H 2.752283 -0.624589 -2.142927 -0.2 0.4 0.4 0.2453
C 0.034362 -0.114087 5.941898 0.1 -0.1 0.1 -0.1908
C 2.911429 -1.853001 0.206791 -0.2 0.1 -0.4 -0.1172
C 5.632352 -1.591931 -1.912356 0.0 -0.3 -0.9 0.0768
C 2.560245 -0.104539 2.370030 0.0 0.3 -0.5 -0.2885
C 4.322590 -2.969281 -6.530585 1.0 -0.2 0.4 -0.2062
H 0.510550 -3.695338 4.501007 -0.2 0.3 0.0 0.2332
C 3.398705 4.058852 -2.729834 -0.4 -0.2 -0.1 0.0971
C 5.607644 -2.680495 -4.461006 -0.9 0.5 0.3 -0.0339
C 3.343190 1.384468 -1.773899 0.7 0.8 -0.4 -0.2099
O 2.331606 -2.062105 3.798026 0.4 0.2 -1.0 -0.4929
H 8.832834 -3.028250 -4.041034 -0.2 -0.2 0.0 0.2407
C 3.239353 -2.270681 -5.983063 0.0 0.3 0.8 -0.1749
C -0.827387 -2.347842 5.576620 0.1 -0.1 0.2 -0.1869
```
Forces are in eV/Å.

- highest occupied orbital energy (Ha) = -0.414
- ΔE to the lowest compared entry with this formula, charge and spin (kJ/mol) = 6.7
- net charge = +1
- energy (Ha) = -1288.52015
- 2S+1 = 1